Record 1
This record from the OMol25 dataset describes C38H36BrFN7O3PSc as an isolated structure. The level of theory is the ωB97M-V functional and the def2-TZVPD basis.

```
88
Properties=species:S:1:pos:R:3:forces:R:3:mulliken_charge:R:1
Sc 0.1318 -1.8166 -0.1722 0.6912 2.4642 1.1819 0.29
Br 1.9958 -4.6184 1.8751 1.2962 -1.1410 -0.1815 -0.04
C 0.5991 -3.8829 2.7909 -0.1909 1.9296 1.4184 0.16
C 0.4108 -4.0127 4.2129 -0.8416 -0.0953 -1.0087 -0.59
C -0.7939 -3.5587 4.7564 0.5624 -0.3146 -1.9780 -0.61
C -1.6698 -2.9425 3.8208 -0.4684 -0.6006 1.8946 -0.48
C -1.3285 -2.6908 2.5480 2.0502 -0.7153 -0.4043 0.20
N -0.0981 -3.0655 2.0259 -1.9405 -0.1767 0.2877 0.14
C -2.2808 -2.1441 1.5825 -2.0983 1.7497 -2.5254 0.40
O -3.4999 -2.0775 1.6956 2.2441 -0.4272 0.5157 -0.63
O -1.6597 -1.6955 0.4624 -0.7340 -0.5104 1.1326 0.24
H 1.1605 -4.5246 4.7886 0.0424 -0.2406 0.0912 0.45
H -1.1056 -3.8292 5.7600 0.1858 0.4405 -0.0405 0.44
H -2.6838 -2.7132 4.0686 -0.4365 0.2037 0.3836 0.51
C -3.0660 0.3392 -2.3116 1.0385 0.2490 -0.2914 -1.31
C -2.6094 -0.9979 -2.9707 0.2740 0.5140 1.9147 0.38
C -3.2910 -2.2059 -2.3134 0.5303 -0.0255 -1.0490 -1.54
C -1.0428 -1.1097 -2.9164 -0.3944 0.9991 -1.4519 0.01
C -0.4355 -0.4687 -4.1904 0.9908 -1.4126 -0.4396 -0.81
O 0.0439 0.8357 -3.8155 -0.5375 -0.5364 2.0716 -0.39
C 0.1105 0.8223 -2.4184 0.3029 -1.4643 -1.3479 0.29
N -0.3342 -0.2967 -1.8797 0.4762 0.7022 0.1475 0.57
C 0.7828 2.0844 -1.9358 -0.9905 -0.0091 0.1502 -0.44
C 1.7130 2.6410 -2.8161 0.2683 -1.7747 -1.3354 -0.79
C 2.2217 3.9074 -2.7743 -1.0901 0.2344 0.8366 -0.84
C 1.6440 4.7338 -1.7786 1.5105 -1.0648 -0.5126 -0.96
C 0.7978 4.1946 -0.8249 0.3709 -0.1361 -1.1111 -0.41
C 0.3449 2.8815 -0.8633 0.2221 0.3261 -0.5329 0.63
P -0.6366 2.3543 0.5457 -0.7467 -1.8981 0.7355 1.60
C 0.1165 3.2394 1.9303 -1.8296 -0.2605 1.1791 0.54
C 1.4400 3.0086 2.0668 2.6118 0.3222 2.5184 -0.25
C 2.1136 3.2379 3.3325 -0.4228 -0.9314 -1.9877 -1.05
C 1.3590 3.6870 4.3721 0.8701 0.0016 0.9370 -0.40
C 0.0036 3.8923 4.2506 -0.7971 0.4028 0.3293 -0.66
C -0.6678 3.6550 3.0791 2.3831 -0.0510 -1.1787 -0.94
C -2.2122 3.1843 0.4720 -0.4472 1.0451 -1.3383 0.82
C -3.2552 2.8305 1.3099 -0.1084 -0.5286 -0.1213 -0.50
C -4.4390 3.5670 1.3085 0.1816 -1.0379 0.8727 -0.52
C -4.6696 4.5479 0.3766 -0.6621 0.3164 -0.5515 -0.61
C -3.6464 4.8780 -0.5278 0.1330 -0.5139 0.6081 -0.72
C -2.4148 4.2263 -0.4463 0.1746 0.3711 -0.3685 -0.59
H -4.1426 0.3641 -2.1754 -0.1376 0.1063 -0.2791 0.58
H -2.7185 1.1953 -2.9675 -0.5553 -0.6724 0.8849 0.26
H -2.6230 0.4503 -1.2836 -0.3303 -0.1355 -0.9988 0.00
H -2.8705 -1.0082 -4.0192 -0.0209 0.0992 -0.3173 0.63
H -3.5689 -2.0370 -1.3195 -0.4453 0.6197 1.5948 0.34
H -2.5930 -3.0438 -2.2350 -0.3007 -0.3167 -0.4711 0.31
H -4.2004 -2.4464 -2.8591 0.0898 -0.3745 -0.0700 0.40
H -0.8227 -2.1998 -2.8693 0.2987 0.8030 0.1283 0.16
H -1.1481 -0.3601 -5.0183 0.3455 -0.0042 0.2876 0.39
H 0.4480 -1.1167 -4.4996 -0.8462 1.0391 0.0070 0.24
H 2.0507 1.9956 -3.6327 -0.1177 0.2065 0.2686 0.45
H 2.9399 4.1394 -3.5659 -0.2190 0.5935 0.6710 0.41
H 2.0487 5.7026 -1.6586 -0.0962 1.1397 0.0734 0.44
H 0.4076 4.8001 -0.0519 -0.0321 0.7290 0.7128 0.78
H 2.0379 2.5750 1.2862 0.0374 -0.0736 -0.3870 0.39
H 3.1488 2.8931 3.4637 -0.4281 0.5412 -0.1512 0.38
H 1.7913 3.8617 5.3518 0.1818 -0.0764 -0.1133 0.37
H -0.4939 4.2459 5.1503 -0.3062 -0.0368 -0.3033 0.39
H -1.6906 3.8679 3.0139 -1.2919 0.0180 -0.2249 0.52
H -3.2000 1.8865 1.8621 0.1251 0.5413 0.2558 0.45
H -5.1633 3.2867 2.0775 -0.1329 0.1725 -0.5436 0.40
H -5.7146 4.9257 0.3184 1.1366 0.2229 -0.0675 0.34
H -3.7719 5.6356 -1.2700 -0.2471 0.3417 -0.3498 0.47
H -1.5798 4.5030 -1.1383 -1.1075 -0.1528 0.6563 0.21
F 6.8509 -2.5816 0.5856 -0.2231 0.4291 0.0497 -0.33
C 5.6503 -1.9188 0.6138 0.8512 -1.3337 -1.6500 0.08
C 4.7335 -2.3896 1.5256 -0.8671 1.8873 0.5283 -0.61
C 3.5244 -1.7055 1.6579 0.5816 0.6419 -1.7309 -0.74
C 3.1141 -0.8168 0.5863 0.8646 -0.5081 1.4524 0.77
C 1.7893 -0.2230 0.5878 -2.0858 -0.3519 -1.6470 -0.72
C 4.0465 -0.4972 -0.4020 1.7632 -1.4376 0.1868 -0.32
C 5.3694 -1.0444 -0.4299 -2.1092 -0.0275 1.7460 -0.87
H 4.9810 -3.1344 2.2372 0.5402 -0.5165 0.5389 0.56
H 2.9892 -1.8017 2.5964 -0.5309 -0.1932 -0.3931 0.63
H 1.5879 0.5061 -0.2788 0.6371 -0.8093 1.6321 -0.51
H 1.4851 0.1636 1.5567 -0.1707 0.1761 -0.0187 0.60
H 3.7815 0.1825 -1.1663 -0.3709 0.7170 -0.6984 0.59
H 6.0990 -0.8191 -1.1733 0.3216 0.2113 -0.3335 0.52
N -0.1295 -6.7643 -2.7785 -0.1642 1.4788 0.3510 -0.58
N 0.4215 -5.6490 -2.1166 0.0448 2.6719 0.4377 0.97
N 1.7230 -5.2943 -2.3128 -1.5990 -0.1467 0.1631 -0.75
C 1.7643 -4.0746 -1.8143 0.3163 0.5015 0.9897 -0.46
N 0.5644 -3.6469 -1.2678 1.2244 -3.3250 -2.4548 0.54
N -0.2925 -4.6463 -1.5366 0.6436 -1.6830 -0.3742 -0.37
H 0.5561 -7.4834 -2.9174 0.4010 -0.1018 0.2401 0.29
H -1.0367 -7.0812 -2.4361 0.5018 0.4406 0.3401 0.28
H 2.7073 -3.4940 -1.7533 -0.8447 -0.4572 -0.0697 0.52
```
Forces are in eV/Å.

Computed properties:
HOMO, eV: -9.50
Lowest unoccupied orbital energy, eV: -3.3
Charge: +1
Energy relative to the best compared isomer or geometry (same formula, charge and spin), eV: 1.787
HOMO-LUMO gap, eV: 6.2

---

Record 2
This record from the OMol25 dataset describes C38H36F5N3O2P2RhSTe as an isolated structure. The level of theory is the ωB97M-V functional and the def2-TZVPD basis.

```
89
Properties=species:S:1:pos:R:3:forces:R:3:lowdin_spin:R:1
Rh 1.0484 1.7471 -0.3356 0.3702 0.2433 -0.0097 1.48
S 1.4807 1.3470 1.9139 0.0029 0.0232 -0.2944 0.49
C -0.1002 2.1194 1.9887 -0.1871 0.0888 -0.0166 0.03
C -0.6281 2.8521 3.0331 -0.0066 0.0061 0.0260 0.03
C -1.7657 3.6021 2.7654 0.0648 0.0954 -0.0187 0.00
C -2.3193 3.5983 1.4925 0.1333 0.2223 -0.1137 0.03
C -1.7288 2.8343 0.4988 0.0510 0.1697 -0.0577 0.00
N -0.6659 2.0872 0.7746 0.1094 0.2267 -0.0694 0.03
H -0.1461 2.8554 4.0002 -0.0013 0.0069 -0.0044 0.00
H -2.2050 4.2080 3.5466 -0.0078 -0.0057 0.0007 0.00
H -3.1836 4.2014 1.2553 -0.0070 0.0032 0.0108 0.00
H -2.0776 2.8250 -0.5248 0.0168 0.0106 -0.0052 0.00
C 0.7223 0.6530 -4.5095 0.0413 0.0045 -0.0064 0.00
C 1.5685 0.4008 -3.3080 -0.0146 0.0324 0.0315 0.01
O 1.0633 0.1515 -2.2007 0.0108 -0.1455 0.1209 0.08
N 2.9018 0.4405 -3.4435 -0.1047 0.0055 0.0564 0.01
C 3.7312 0.3560 -2.2560 -0.0474 0.0034 -0.0626 0.00
C 4.0124 1.7101 -1.6681 0.0455 0.0814 -0.0331 0.00
C 5.1685 2.3656 -2.0639 0.0171 -0.0722 0.0580 0.00
C 5.4579 3.6265 -1.5818 -0.0022 0.0418 0.0468 0.00
C 4.5967 4.1803 -0.6526 0.0319 -0.0078 -0.0200 0.00
C 3.4732 3.4711 -0.2844 -0.0481 -0.1151 0.1364 0.01
N 3.1459 2.2736 -0.8068 -0.0738 -0.1130 -0.1273 0.02
H -0.2249 0.1320 -4.3938 0.0009 -0.0073 -0.0078 0.00
H 1.2144 0.3521 -5.4332 -0.0015 0.0173 0.0017 0.00
H 0.5237 1.7276 -4.5393 -0.0277 -0.0059 0.0022 0.00
H 3.2761 0.8668 -4.2772 0.0185 -0.0258 -0.0107 0.00
H 4.6714 -0.1333 -2.5052 0.0041 0.0355 -0.0438 0.00
H 3.2049 -0.2696 -1.5444 0.0128 -0.0729 0.0862 0.00
H 5.8371 1.8687 -2.7543 -0.0142 0.0187 -0.0174 0.00
H 6.3423 4.1564 -1.9087 -0.0004 -0.0043 -0.0025 0.00
H 4.7726 5.1530 -0.2171 0.0122 -0.0106 0.0173 0.00
H 2.7822 3.8750 0.4385 -0.0233 0.0494 -0.0510 0.00
F 0.8251 4.1496 -0.0806 0.3136 -0.1473 -0.0110 0.24
Te 0.7636 4.2562 -2.3674 -0.2315 -0.0065 -0.8278 0.24
F -0.7631 5.2788 -1.9008 -0.0355 -0.0960 0.1756 0.08
F 1.5025 5.8081 -3.2578 -0.1590 0.0391 0.2770 0.20
F 2.1941 3.3248 -3.3821 0.0438 -0.0215 0.2775 0.12
F -0.2322 3.9539 -3.9301 0.1744 0.0643 0.0101 0.01
O 0.1216 2.5045 -1.8867 -0.0831 0.1683 0.0393 0.28
C -0.0871 -1.8163 1.6890 0.0649 -0.0479 0.0075 0.05
P 0.3246 -1.0654 0.0730 -0.0336 -0.2747 0.2573 0.34
C 1.7469 -2.0709 -0.4228 -0.0330 0.1177 0.0128 0.03
C 1.7963 -2.7402 -1.6430 0.0077 0.0392 -0.0658 0.02
C 2.9270 -3.4648 -1.9886 -0.0102 0.0051 -0.0131 0.00
C 4.0177 -3.5146 -1.1307 -0.0008 -0.0078 0.0040 0.02
C 3.9803 -2.8362 0.0801 0.0040 0.0037 -0.0108 0.00
C 2.8503 -2.1152 0.4314 0.0101 0.0247 0.0268 0.02
C -1.0952 -1.4323 -0.9803 0.0175 0.0500 -0.1046 0.05
C -1.5187 -2.7523 -1.1327 0.0424 -0.0407 -0.0494 0.01
C -2.6280 -3.0369 -1.9125 0.0173 0.0030 -0.0220 0.00
C -3.3288 -2.0055 -2.5227 0.0475 -0.0040 -0.0363 0.00
C -2.9132 -0.6909 -2.3655 0.0191 -0.0263 -0.0216 0.00
C -1.7909 -0.4016 -1.6043 0.0086 0.0138 -0.0168 0.00
P -1.1438 -0.8552 2.8602 -0.0687 -0.0633 0.0988 0.02
C -2.6846 -0.6784 1.8945 -0.0722 0.0141 -0.0104 0.01
C -3.2165 0.5973 1.7445 -0.0070 -0.1559 0.2128 0.00
C -4.3739 0.8026 1.0030 0.0168 -0.0379 -0.0010 0.00
C -5.0058 -0.2750 0.4054 0.0026 0.0057 0.0361 0.00
C -4.4895 -1.5583 0.5596 -0.0397 0.0174 0.0749 0.00
C -3.3402 -1.7584 1.3029 -0.0602 -0.0374 0.0564 0.00
C -1.6107 -2.1842 4.0303 -0.0533 0.0068 -0.0518 0.00
C -0.8508 -3.3280 4.2564 0.0247 0.0056 0.0032 0.00
C -1.2509 -4.2650 5.2014 0.0006 0.0027 0.0010 0.00
C -2.4109 -4.0676 5.9317 -0.0029 0.0029 0.0068 0.00
C -3.1702 -2.9235 5.7207 -0.0046 -0.0140 0.0095 0.00
C -2.7715 -1.9890 4.7811 0.0041 0.0117 0.0012 0.00
H 0.8629 -1.9897 2.1980 -0.0102 -0.0186 -0.0030 0.00
H -0.5234 -2.7960 1.4655 0.0075 0.0042 -0.0026 0.01
H 0.9597 -2.6850 -2.3265 -0.0229 -0.0031 0.0074 0.00
H 2.9563 -3.9906 -2.9339 -0.0031 -0.0025 0.0052 0.00
H 4.8967 -4.0826 -1.4055 -0.0008 0.0054 -0.0014 0.00
H 4.8300 -2.8669 0.7492 -0.0058 0.0007 -0.0004 0.00
H 2.8409 -1.5741 1.3717 -0.0005 -0.0061 -0.0056 0.00
H -0.9827 -3.5643 -0.6543 0.0142 0.0024 -0.0052 0.00
H -2.9466 -4.0632 -2.0387 -0.0003 -0.0035 -0.0005 0.00
H -4.1989 -2.2285 -3.1264 -0.0042 -0.0020 -0.0037 0.00
H -3.4534 0.1128 -2.8484 -0.0044 0.0043 0.0062 0.00
H -1.4395 0.6196 -1.5281 0.0050 0.0020 0.0045 0.00
H -2.7241 1.4360 2.2239 -0.2483 -0.4409 0.0366 0.00
H -4.7817 1.7999 0.8974 -0.0182 0.0142 -0.0026 0.00
H -5.9068 -0.1218 -0.1744 -0.0093 -0.0007 0.0016 0.00
H -4.9907 -2.4016 0.1022 0.0037 0.0115 0.0110 0.00
H -2.9559 -2.7643 1.4338 -0.0106 0.0151 0.0117 0.00
H 0.0632 -3.5085 3.7051 0.0055 0.0029 -0.0216 0.00
H -0.6521 -5.1520 5.3620 0.0006 0.0025 0.0007 0.00
H -2.7242 -4.8002 6.6633 0.0040 0.0028 0.0024 0.00
H -4.0766 -2.7604 6.2888 0.0001 -0.0037 -0.0013 0.00
H -3.3766 -1.1037 4.6204 -0.0023 -0.0014 -0.0080 0.00
```
Forces are in eV/Å.

Computed properties:
HOMO (spin up / spin down), eV: -10.88 / -10.84
Lowest unoccupied orbital energy (spin up / spin down), eV: -3.6 / -6.1
Charge: +1
Energy relative to the best compared isomer or geometry (same formula, charge and spin), eV: 0.163
2S+1: 5
HOMO-LUMO gap (spin up / spin down), eV: 7.3 / 4.7

---

F_max: 4.3; 0.9 (eV/A)